Record 1
Formula: C41H47N6O3PdS
Source: the Open Molecules 2025 dataset
Level of theory: wB97M-V/def2-TZVPD

```
99
Properties=species:S:1:pos:R:3:forces:R:3:lowdin_spin:R:1
Pd -0.22574 0.24418 -0.19907 0.5 0.4 0.0 1.52
C -5.77326 -0.58599 -4.62910 0.0 0.0 0.0 0.00
O -6.01648 0.73454 -5.11045 0.0 0.1 0.0 0.03
C -5.91004 1.75667 -4.25290 0.0 -0.1 -0.1 0.04
C -5.66951 1.60721 -2.88223 0.0 0.0 0.1 0.00
C -5.53978 2.72742 -2.08712 0.0 -0.1 0.0 0.04
C -5.64547 4.00354 -2.64386 0.0 0.2 0.0 0.02
C -5.96712 4.14400 -4.00000 0.0 0.0 0.0 0.03
C -6.07687 3.03542 -4.80210 0.0 0.1 0.0 0.00
N -5.47738 5.20020 -1.92883 0.0 -0.2 0.0 0.18
N -4.87125 5.23142 -0.84181 0.0 0.1 -0.1 0.12
C -3.85822 4.46634 -0.40023 0.0 -0.1 0.1 0.17
C -3.78381 4.27128 1.00684 0.0 0.0 -0.1 0.01
C -2.94495 3.35898 1.56515 0.0 -0.1 0.0 0.09
C -2.07536 2.57783 0.73568 -0.1 0.0 -0.2 0.06
O -1.41291 1.61809 1.16808 -0.1 -0.1 0.1 0.20
C -1.97159 2.94960 -0.68750 0.0 0.0 0.1 0.03
N -1.00011 2.33394 -1.37116 0.0 -0.1 -0.2 0.04
C -0.85327 2.61312 -2.64987 -0.1 0.0 0.0 0.01
C -1.63454 3.57062 -3.30126 0.0 0.0 0.0 0.00
C -2.62362 4.21753 -2.60199 0.0 0.0 0.0 0.01
C -2.83449 3.88862 -1.25444 0.0 0.0 0.0 0.02
H -5.83783 -1.23260 -5.49768 0.0 0.0 0.0 0.00
H -6.53082 -0.87872 -3.89984 0.0 0.0 0.0 0.00
H -4.77694 -0.66461 -4.18939 0.0 0.0 0.0 0.00
H -5.59096 0.62644 -2.43794 0.0 0.0 0.0 0.00
H -5.36892 2.60409 -1.02599 0.0 0.0 0.0 0.00
H -6.09657 5.14021 -4.40228 0.0 0.0 0.0 0.00
H -6.29412 3.11996 -5.85778 0.0 0.0 0.0 0.00
H -4.48803 4.82431 1.61500 0.0 0.0 0.0 0.00
H -2.95229 3.15332 2.62647 0.0 0.0 0.0 0.00
H -0.08283 2.06442 -3.17792 -0.1 0.0 0.0 0.00
H -1.45370 3.79553 -4.34300 0.0 0.0 0.0 0.00
H -3.22362 4.97450 -3.08535 0.0 0.0 0.0 0.00
C 4.46534 -2.23251 0.77971 0.0 0.0 0.0 0.00
C 3.69242 -1.31977 1.73795 0.0 0.0 0.0 0.00
C 4.04011 -1.66545 3.18658 0.0 0.0 0.0 0.00
C 3.97095 0.14093 1.40628 0.1 0.0 0.0 0.03
C 5.30155 0.54866 1.40792 0.0 0.0 0.0 0.00
C 5.66604 1.81972 1.01352 0.0 0.0 0.0 0.02
C 4.69453 2.68874 0.54921 0.0 0.0 -0.1 0.00
C 3.35135 2.33676 0.51050 0.0 0.0 0.0 0.02
C 2.40323 3.32677 -0.13327 0.0 0.1 0.0 0.00
C 1.17915 3.70093 0.69924 0.0 -0.1 0.0 0.00
C 2.06431 2.84951 -1.54523 0.1 0.0 -0.1 0.00
C 2.98781 1.07280 1.00904 -0.1 0.1 0.1 0.02
N 1.61237 0.70792 1.18729 0.0 -0.1 0.0 0.27
C 1.34649 0.25468 2.36849 -0.1 0.0 0.0 -0.02
C 0.18278 -0.52768 2.61434 0.0 0.0 0.0 0.28
C -0.22694 -1.13158 3.85052 0.0 0.0 0.0 0.05
C -1.29843 -1.89612 3.54333 -0.1 0.0 0.0 0.15
C -1.53266 -1.74509 2.10116 0.0 0.0 0.1 0.22
N -0.62625 -0.92992 1.58639 0.0 -0.2 0.0 0.09
C -2.58411 -2.44034 1.29220 0.0 0.0 0.0 0.02
C -1.85061 -3.38843 0.32560 0.0 0.0 0.0 0.02
C -3.51625 -3.25128 2.19353 0.0 0.0 0.0 0.00
C -3.41378 -1.41040 0.51222 0.0 0.0 0.0 0.01
H 4.17387 -3.27282 0.93604 0.0 0.0 0.0 0.00
H 5.54208 -2.16378 0.94043 0.0 0.0 0.0 0.00
H 4.26717 -1.96814 -0.25879 0.0 0.0 0.0 0.00
H 2.63758 -1.53374 1.57468 0.0 0.0 0.0 0.00
H 5.10977 -1.55110 3.37042 0.0 0.0 0.0 0.00
H 3.77683 -2.70171 3.40384 0.0 0.0 0.0 0.00
H 3.51872 -1.02535 3.90124 0.0 0.0 0.0 0.00
H 6.06458 -0.15175 1.72236 0.0 0.0 0.0 0.00
H 6.70266 2.12734 1.04461 0.0 0.0 0.0 0.00
H 4.98059 3.67297 0.19907 0.0 0.0 0.0 0.00
H 2.98781 4.24194 -0.25737 0.0 0.0 0.0 0.00
H 0.54472 2.84130 0.90774 0.1 0.1 0.0 0.00
H 0.57953 4.44302 0.16707 0.0 0.0 0.0 0.00
H 1.48128 4.13732 1.65282 0.0 0.0 0.0 0.00
H 1.50104 1.91595 -1.53680 0.0 -0.1 0.1 0.00
H 2.97798 2.67675 -2.11653 0.0 0.0 0.0 0.00
H 1.46587 3.59640 -2.06911 0.1 0.0 0.0 0.00
H 2.06310 0.37135 3.17987 -0.1 0.0 0.0 0.00
H 0.24460 -0.98945 4.80943 0.0 0.0 0.0 0.00
H -1.88654 -2.50556 4.20839 0.0 0.0 0.0 0.01
H -1.32032 -4.16689 0.87834 0.0 0.0 0.0 0.00
H -1.13320 -2.84632 -0.28976 0.0 0.0 0.0 0.00
H -2.57325 -3.86186 -0.33890 0.0 0.0 0.0 0.00
H -2.98184 -4.03853 2.72763 0.0 0.0 0.0 0.00
H -4.27805 -3.73098 1.57886 0.0 0.0 0.0 0.00
H -4.02621 -2.61797 2.92198 0.0 0.0 0.0 0.00
H -2.79687 -0.78738 -0.13168 0.0 0.0 0.0 0.00
H -3.97016 -0.76588 1.19664 0.0 0.0 0.0 0.00
H -4.12446 -1.94145 -0.12287 0.0 0.0 0.0 0.00
C 1.79270 -1.38421 -3.05872 0.0 0.0 0.0 0.00
C 1.54567 -2.09149 -1.76160 0.0 0.1 0.0 0.01
C 1.62592 -3.58354 -1.74448 0.1 0.0 0.0 0.00
O 1.31143 -1.46949 -0.73364 -0.1 -0.1 0.0 0.05
H 1.58807 -2.01970 -3.91790 0.0 0.0 0.0 0.00
H 2.85103 -1.10556 -3.08183 0.0 0.0 0.0 0.00
H 1.19368 -0.47835 -3.10284 0.0 0.0 0.0 0.00
H 2.58662 -3.91027 -2.14862 0.0 0.0 0.0 0.00
H 0.84865 -3.97433 -2.40666 0.0 0.0 0.0 0.00
H 1.48821 -3.96658 -0.73677 0.0 0.0 0.0 0.00
S -2.45710 -2.58165 -3.24807 0.0 -0.1 0.0 0.04
C -1.70348 -1.37146 -2.49796 0.0 0.2 -0.1 0.02
N -1.14842 -0.46603 -1.98682 -0.3 -0.2 0.1 0.05
```
Forces are in eV/Å.

The value obtained for the LUMO energy (alpha / beta) is -3.43 / -5.09 eV. As for the charge: +1. As for the frontier orbital gap (alpha / beta): 6.7 / 5.3 eV. The molar mass comes out at 810.35 g mol⁻¹. For the total energy, the calculation gives -72669.495 eV. The spin multiplicity is 5.


Record 2
Formula: C41H48AsN4PPdS2Si2
Source: the Open Molecules 2025 dataset
Level of theory: wB97M-V/def2-TZVPD

```
100
Properties=species:S:1:pos:R:3:forces:R:3:mulliken_charge:R:1
Pd -0.54408 -0.57368 0.15807 1.2 0.1 -1.9 0.35
N -2.83602 -2.61506 2.24512 -0.1 -0.2 0.5 0.18
C -1.53334 -2.61156 2.70900 0.2 -0.1 0.3 0.11
C -1.16837 -3.59828 3.63760 -0.1 0.1 -0.1 -0.78
C 0.10364 -3.58984 4.16626 -0.1 0.3 -0.2 -0.92
C 0.98075 -2.58662 3.77138 0.0 0.0 0.1 -1.43
C 0.53939 -1.64701 2.86835 0.2 -0.1 0.5 -0.95
N -0.68600 -1.65116 2.33606 -0.1 0.0 -0.2 1.32
C -3.38266 -2.22097 1.04512 -0.4 0.2 -0.9 -0.17
C -4.75237 -2.47993 0.85001 0.1 0.0 0.0 -1.03
C -5.31448 -2.23976 -0.38116 0.3 0.1 0.0 -0.67
C -4.50327 -1.75624 -1.40604 0.1 0.0 0.0 -1.16
C -3.18750 -1.47829 -1.11627 -0.3 -0.2 -0.2 -0.53
N -2.63576 -1.66797 0.08756 -0.2 0.0 0.5 1.32
H -3.44504 -3.22368 2.77779 0.1 0.1 -0.1 0.27
H -1.88079 -4.35423 3.92754 -0.1 -0.1 0.0 0.55
H 0.41040 -4.33421 4.88253 0.0 -0.1 0.1 0.48
H 1.97628 -2.52448 4.17322 0.2 0.0 0.0 0.62
H 1.18338 -0.83462 2.55551 -0.1 -0.2 0.0 0.72
H -5.34360 -2.87960 1.66081 0.0 -0.1 0.1 0.54
H -6.36000 -2.43647 -0.55811 -0.1 -0.1 0.0 0.47
H -4.88647 -1.60921 -2.40150 0.0 0.1 -0.1 0.55
H -2.51549 -1.11705 -1.88995 -0.1 0.0 0.1 0.31
C -0.88834 3.38085 -5.64987 0.1 0.0 0.0 -0.67
C 0.37528 3.34920 -5.08144 0.0 0.0 -0.1 -0.76
C 0.61621 2.57240 -3.96478 0.1 -0.2 0.2 -0.43
C -0.39892 1.77856 -3.43305 -0.7 0.1 0.6 -0.03
C -1.67361 1.83303 -3.98955 0.0 0.0 0.0 -0.11
C -1.91677 2.64193 -5.08673 -0.1 0.0 -0.1 -0.88
P -0.03738 0.58940 -2.07522 1.5 -1.0 0.0 2.52
C 1.51773 1.36572 -1.48998 0.0 0.1 0.1 0.10
C 2.79143 0.89444 -1.77815 -0.5 0.1 -0.2 -0.03
C 3.90167 1.58966 -1.32507 0.1 0.2 0.0 -0.82
C 3.75285 2.73244 -0.55673 0.1 -0.1 -0.2 -0.79
C 2.48524 3.21567 -0.27720 -0.1 0.1 0.2 -1.07
C 1.37404 2.54481 -0.75577 0.1 -0.3 -0.1 -1.12
C 0.37647 -0.90671 -3.04053 -0.2 0.1 -0.3 -0.46
C 0.63161 -0.86419 -4.39487 0.0 0.2 0.5 -0.29
C 0.83481 -2.04079 -5.12168 0.1 -0.5 -0.1 -1.04
C 0.74473 -3.26282 -4.50869 0.0 0.4 -0.2 -0.83
C 0.47022 -3.35888 -3.13001 0.2 0.2 0.5 1.02
C 0.36202 -4.60177 -2.47162 0.0 -0.2 0.2 -0.90
C 0.09635 -4.66621 -1.13043 0.3 0.0 -0.4 -1.21
C -0.03804 -3.48869 -0.37913 -0.1 0.5 0.0 0.33
C 0.03503 -2.26591 -0.99751 -1.4 -0.1 0.7 0.12
C 0.29372 -2.15928 -2.37691 0.0 0.3 -0.1 -0.24
H -1.06212 3.97658 -6.53241 -0.1 0.1 0.0 0.43
H 1.18418 3.92595 -5.50426 0.0 0.1 -0.1 0.46
H 1.60348 2.56380 -3.53019 0.1 0.0 0.0 0.40
H -2.47829 1.23622 -3.58076 0.0 0.0 0.1 0.45
H -2.90972 2.69239 -5.50777 -0.1 0.0 -0.1 0.46
H 2.90175 -0.00593 -2.36766 0.0 0.0 0.0 0.50
H 4.89100 1.23275 -1.57101 0.1 0.0 0.0 0.58
H 4.62425 3.25936 -0.20247 0.1 0.1 0.1 0.44
H 2.36693 4.11674 0.30491 0.0 0.2 0.0 0.60
H 0.38594 2.97817 -0.62515 -0.2 0.1 0.1 1.25
H 0.67448 0.08210 -4.90929 0.0 0.1 -0.1 0.53
H 1.04342 -1.97736 -6.17734 0.0 0.0 -0.1 0.45
H 0.86924 -4.16987 -5.08086 0.0 -0.1 -0.1 0.48
H 0.51052 -5.50841 -3.04058 -0.1 -0.1 -0.1 0.45
H 0.01075 -5.62085 -0.63399 0.0 -0.1 0.0 0.48
H -0.18380 -3.58891 0.69035 -0.1 0.1 -0.1 0.22
S 2.27484 -1.34062 0.27037 0.8 -0.2 0.3 -0.07
C 3.91684 -1.07483 0.35825 -0.2 0.0 -0.1 -0.03
N 4.78521 -1.64019 -0.47376 0.0 0.1 0.0 -0.08
C 6.20271 -1.42911 -0.28126 0.5 -0.1 -0.1 -0.78
C 6.36945 -0.38594 0.82774 -0.1 0.3 0.4 -0.49
S 4.69683 -0.01183 1.48331 0.2 -0.3 0.0 -0.06
H 4.46388 -2.30794 -1.15750 -0.2 0.0 0.0 0.29
H 6.65216 -1.08221 -1.21615 0.0 0.0 0.1 0.33
H 6.68537 -2.37582 -0.01231 -0.1 0.2 0.0 0.37
H 6.80769 0.54791 0.47564 0.0 -0.1 0.0 0.29
H 6.96196 -0.76447 1.65747 0.1 0.0 -0.1 0.47
C -1.46073 1.61015 4.85557 0.5 0.1 -0.8 -1.04
Si 0.14703 1.89271 3.85890 0.5 0.8 1.2 0.66
C 1.60103 0.86853 4.56667 -0.6 0.2 -0.6 -0.94
C 0.69949 3.71842 3.73685 -0.4 -0.8 -0.3 -1.14
As -0.50917 1.36834 1.57296 -0.9 -1.0 0.4 -0.06
Si -2.78054 2.17265 1.23683 -1.0 1.0 -0.3 0.49
C -3.12425 1.91166 -0.62424 0.5 -0.1 0.6 -0.43
C -4.12768 1.26002 2.26120 0.9 0.1 -0.1 -0.95
C -2.67114 4.03223 1.66739 0.0 -0.8 -0.1 -1.25
H -1.26527 1.63692 5.92166 0.3 0.0 0.2 0.46
H -1.90380 0.64479 4.62435 -0.1 -0.2 0.0 0.29
H -2.19377 2.37955 4.63639 -0.1 0.2 -0.1 0.28
H 2.13854 1.47070 5.29518 -0.1 0.3 0.1 0.48
H 2.32077 0.57678 3.80352 0.1 0.0 -0.1 0.15
H 1.25865 -0.02871 5.07642 -0.1 -0.1 0.0 0.32
H 0.77946 4.17771 4.71815 -0.1 -0.1 0.2 0.42
H 0.00337 4.30615 3.14281 -0.1 0.1 0.0 0.32
H 1.67912 3.78007 3.26675 0.1 -0.1 -0.1 0.31
H -2.58717 1.03699 -0.99862 -0.1 0.1 0.1 -0.51
H -2.80899 2.77206 -1.20904 0.1 0.2 0.0 0.47
H -4.18104 1.75408 -0.81982 -0.2 0.0 0.2 0.61
H -3.85025 0.23245 2.48997 0.0 -0.1 0.0 0.13
H -5.06360 1.23818 1.70683 0.0 0.1 -0.3 0.45
H -4.32184 1.77412 3.19861 0.1 0.1 0.1 0.42
H -1.85568 4.51153 1.12922 0.1 0.0 -0.1 0.35
H -2.50800 4.18123 2.73038 0.1 0.0 0.2 0.28
H -3.58842 4.55007 1.40778 -0.2 0.0 -0.1 0.43
```
Forces are in eV/Å.

The value obtained for the LUMO energy (alpha / beta) is -8.12 / -8.11 eV. As for the charge: +2. As for the frontier orbital gap (alpha / beta): 4.1 / 4.1 eV. Its energy relative to the best compared isomer or geometry (same formula, charge and spin) is 0.693 eV. The molar mass comes out at 929.49 g mol⁻¹. For the total energy, the calculation gives -160276.872 eV.


> Among the records above, which one has the highest charge?

C41H48AsN4PPdS2Si2


> Among the records above, which one has the highest charge?

C41H48AsN4PPdS2Si2


> Which of these has the highest charge?

C41H48AsN4PPdS2Si2